Molecular formula: C20H34ClF2N2O7
Method: DFT, ωB97M-V/def2-TZVPD

Each line ends with the Mulliken charge.
Geometry (Å):
O1 1.548898 -3.473939 0.317745  -0.4567
C1 0.459683 -3.949972 0.334229  0.3821
O2 0.205665 -5.089598 0.983740  -0.4761
C2 -0.721607 -3.291443 -0.378214  -0.7827
C3 -0.191501 -2.139077 -1.226961  -1.1828
N1 -1.265114 -1.185916 -1.696101  0.2208
C4 -0.764820 -0.439854 -2.909740  -0.4522
C5 -1.751909 0.679152 -3.291411  -0.6451
O3 -3.031759 0.439674 -2.743884  -0.3085
C6 -3.149703 0.299236 -1.328315  -0.6207
C7 -4.252519 -0.738615 -1.094676  -0.3466
C8 -5.640349 -0.280632 -1.568129  -1.0725
C9 -5.915566 -0.466570 -3.061997  -0.4031
Cl1 -5.586469 -2.137981 -3.605705  -0.2059
C10 -1.771835 -0.115125 -0.752940  -0.7450
N2 -1.803902 -0.611021 0.632988  0.8202
C11 -2.763276 0.072439 1.485948  0.3419
O4 -2.931027 1.221656 1.553698  -0.3589
F1 -3.438467 -0.818064 2.190276  -0.2538
C12 -0.500648 -0.518736 1.253993  0.2686
O5 0.024126 -1.395087 1.812456  -0.3767
F2 0.064703 0.678845 1.055987  -0.2476
H1 -0.719450 -5.365467 0.907492  0.3622
H2 -1.447631 -2.944727 0.368145  0.4823
H3 -1.223088 -4.039442 -1.007431  0.7194
H4 0.593944 -1.579392 -0.710461  0.2503
H5 0.249967 -2.530511 -2.148640  0.7547
H6 -2.068019 -1.750803 -1.992829  0.4570
H7 0.215159 -0.034352 -2.632767  0.4016
H8 -0.632431 -1.173115 -3.709227  0.5062
H9 -1.357815 1.667897 -3.016882  0.3282
H10 -1.887627 0.672238 -4.375958  0.3840
H11 -3.431803 1.269779 -0.899524  0.5611
H12 -4.003720 -1.656457 -1.647537  0.2742
H13 -4.313570 -1.027380 -0.043618  0.3523
H14 -5.775596 0.787335 -1.348050  0.3284
H15 -6.400517 -0.822565 -0.994784  0.3735
H16 -5.303934 0.197237 -3.674457  0.2253
H17 -6.966807 -0.263628 -3.276578  0.4438
H18 -1.049062 0.701958 -0.845679  0.5408
C13 1.951204 2.666749 3.702182  -0.6296
C14 1.178967 3.344068 2.571353  -0.0275
C15 1.865254 4.702872 2.500922  -0.5082
O6 3.221018 4.477511 2.880803  -0.4273
C16 3.364636 3.176499 3.446810  0.0493
H19 1.891273 1.578072 3.687466  0.3155
H20 1.587966 3.016043 4.670259  0.3160
H21 1.331380 2.799085 1.636534  -0.1352
H22 0.107199 3.423732 2.755135  0.3957
H23 1.406953 5.413922 3.195763  0.2752
H24 1.851740 5.140612 1.501859  0.2851
H25 3.893749 2.530561 2.735714  -0.1935
H26 3.965135 3.252917 4.353273  0.3169
C17 5.587380 0.135548 0.630575  -0.4025
C18 4.539339 -0.811097 1.215732  -0.6864
C19 3.390059 -0.622545 0.237390  1.0727
O7 3.973359 -0.331287 -1.031085  -0.4569
C20 5.369869 -0.049030 -0.865801  -0.5613
H27 6.605124 -0.099594 0.936731  0.4304
H28 5.373080 1.166478 0.920683  0.0648
H29 4.895601 -1.842106 1.184507  0.3352
H30 4.260449 -0.577529 2.242393  0.3911
H31 2.757423 0.226473 0.535738  -0.3348
H32 2.764116 -1.511187 0.141368  -0.3358
H33 5.950643 -0.892364 -1.250843  0.2893
H34 5.616483 0.837620 -1.449665  0.3178

Forces on the atoms, in the same order (eV/Å):
O 0.54 0.10 -0.05
C -0.57 -0.10 -0.05
O -0.18 -0.07 0.01
C -0.24 -0.07 -0.05
C 0.06 -0.16 -0.05
N 0.16 -0.05 -0.20
C 0.17 0.03 -0.09
C 0.10 0.21 -0.10
O 0.00 -0.37 -0.06
C -0.04 0.16 0.02
C 0.08 -0.01 -0.08
C -0.03 0.03 -0.08
C -0.06 0.37 0.07
Cl 0.01 -0.05 -0.03
C -0.20 0.07 0.23
N 0.08 0.62 -0.41
C 0.05 -1.25 -0.24
O -0.23 1.13 0.02
F 0.17 0.00 0.10
C -0.23 0.24 -0.44
O 0.38 -0.37 0.76
F -0.12 -0.23 0.09
H 0.15 0.07 0.02
H 0.23 -0.14 -0.13
H 0.06 0.14 0.06
H -0.15 -0.03 -0.12
H 0.05 0.07 0.21
H -0.04 0.12 0.08
H -0.13 -0.12 -0.10
H -0.08 0.09 0.16
H -0.11 -0.18 0.09
H 0.00 0.06 0.20
H 0.13 -0.16 0.02
H -0.03 0.08 0.14
H 0.00 0.13 -0.04
H -0.02 -0.16 0.03
H 0.14 0.06 -0.13
H -0.06 -0.18 0.11
H 0.17 -0.09 0.05
H -0.17 -0.07 -0.02
C -0.01 0.00 0.00
C -0.02 -0.02 -0.03
C 0.02 -0.02 0.02
O 0.03 0.01 -0.02
C -0.02 0.00 0.01
H 0.00 0.00 -0.01
H 0.01 0.01 0.00
H 0.02 0.02 -0.01
H 0.01 0.00 0.01
H 0.00 0.00 0.00
H 0.00 0.01 0.00
H 0.00 -0.01 0.00
H 0.00 0.00 0.00
C -0.01 0.01 0.00
C 0.04 0.01 -0.04
C -0.18 0.05 0.02
O -0.05 0.00 -0.07
C 0.03 0.01 0.02
H 0.00 -0.01 0.00
H 0.00 0.00 0.00
H 0.00 0.00 0.00
H 0.00 0.01 -0.01
H 0.03 0.00 0.06
H 0.07 0.02 0.03
H 0.00 0.00 0.01
H -0.01 0.00 0.00

## Properties
* E_HOMO: -0.414 hartree
* LUMO energy: -3.24 eV
* orbital gap: 8.0 eV
* charge: +1



Molecular formula: C24H59BBrFO8P
Method: DFT, ωB97M-V/def2-TZVPD

Each line ends with the Mulliken charge.
Geometry (Å):
C1 5.202705 -6.595940 -0.694548  -0.8477
C2 4.025864 -7.204577 -1.455350  -0.3290
O1 3.631657 -6.395952 -2.572908  -0.5052
P1 2.528058 -5.249918 -2.297245  1.4021
O2 2.649775 -4.644848 -0.957349  -0.7972
C3 0.999669 -5.978793 -2.848799  -0.7387
C4 -0.225850 -5.063675 -2.697106  -1.0501
B1 -1.061720 -5.288600 -1.322784  0.6378
O3 -0.254804 -5.456042 -0.123213  -0.7849
Br1 -2.043701 -7.168275 -1.572454  -0.5536
C5 -2.209359 -4.159283 -1.085831  0.7798
C6 -1.651626 -2.728766 -1.049598  -1.1192
F1 -3.232022 -4.176527 -2.082901  -0.4317
O4 2.874360 -4.224175 -3.486348  -0.5508
C7 3.205280 -2.868982 -3.154596  -0.0845
C8 4.648803 -2.717768 -2.702611  -1.1737
H1 5.069797 -6.706211 0.382326  0.2899
H2 5.263611 -5.531053 -0.911562  0.1487
H3 6.148792 -7.059879 -0.982343  0.2928
H4 4.289044 -8.173544 -1.881361  0.4256
H5 3.174798 -7.358005 -0.786859  0.2408
H6 0.843441 -6.934658 -2.337698  0.3061
H7 1.211246 -6.210584 -3.898956  0.4147
H8 -0.915821 -5.262362 -3.523005  0.2914
H9 0.093441 -4.018710 -2.826163  0.4241
H10 -0.134362 -4.622301 0.346646  0.2131
H11 -2.732972 -4.363973 -0.143513  -0.2129
H12 -0.557194 -2.719365 -1.013691  0.1666
H13 -1.954277 -2.213340 -1.963668  0.3601
H14 -2.021884 -2.151269 -0.198247  0.2116
H15 3.015030 -2.298812 -4.065070  0.4316
H16 2.517734 -2.519795 -2.381115  0.1266
H17 5.280913 -3.467827 -3.182765  0.4109
H18 5.029416 -1.721932 -2.939869  0.3493
H19 4.736378 -2.866437 -1.625513  0.2117
C9 2.130670 1.598425 -2.065749  -0.8841
C10 3.098233 0.736377 -1.276758  -0.0949
O5 4.447250 0.841525 -1.710675  -0.3551
C11 5.016292 2.132390 -1.622823  -0.3625
C12 5.048611 2.702638 -0.213501  -0.8660
H20 2.220632 1.399596 -3.135112  0.2948
H21 1.108694 1.377788 -1.755731  0.3848
H22 2.295205 2.663032 -1.893923  0.1048
H23 2.846395 -0.317091 -1.396324  0.1341
H24 3.021190 0.964022 -0.207834  0.2307
H25 4.502508 2.829779 -2.295907  0.2903
H26 6.033383 2.014251 -1.999341  0.3681
H27 4.047929 2.923329 0.161171  0.0625
H28 5.618656 3.633600 -0.205895  0.3930
H29 5.523644 1.998165 0.470886  0.3127
C13 -1.586799 5.134037 -0.342204  -0.8170
C14 -0.589500 4.250538 0.384782  -0.4389
O6 0.741721 4.367876 -0.092522  -0.3346
C15 1.323152 5.652881 0.009351  -0.3747
C16 1.431397 6.172662 1.433653  -1.0741
H30 -1.527145 4.971403 -1.419444  0.3115
H31 -2.599077 4.903523 -0.009801  0.3899
H32 -1.419902 6.194040 -0.144752  0.0496
H33 -0.842407 3.200496 0.239128  0.3524
H34 -0.628780 4.443276 1.463308  0.2874
H35 0.782534 6.373975 -0.615528  0.3440
H36 2.319821 5.541250 -0.420316  0.3835
H37 0.453508 6.384579 1.868427  0.2071
H38 2.006743 7.099846 1.445059  0.3989
H39 1.936956 5.442535 2.067321  0.3033
C17 -3.696785 -6.033540 2.595993  -1.1811
C18 -2.364406 -5.341986 2.820945  -0.0418
O7 -2.450622 -3.920567 2.853168  -0.3367
C19 -3.278455 -3.378894 3.857287  -0.3893
C20 -2.838071 -3.713357 5.274758  -1.0513
H40 -4.174299 -5.640325 1.697417  0.2803
H41 -3.532001 -7.101258 2.450394  0.3926
H42 -4.382822 -5.906524 3.437203  0.3627
H43 -1.692067 -5.566502 1.991938  0.0830
H44 -1.888855 -5.712111 3.737828  0.3356
H45 -4.322485 -3.681940 3.708832  0.3130
H46 -3.235205 -2.299076 3.704330  0.3363
H47 -2.954477 -4.774341 5.499097  0.2618
H48 -3.441906 -3.153875 5.992071  0.3921
H49 -1.789725 -3.447114 5.418843  0.2883
C21 -6.403020 8.349069 0.774935  -1.0562
C22 -5.390631 7.458466 1.475043  -0.3455
O8 -4.071051 7.581740 0.973905  -0.3444
C23 -3.483006 8.864243 1.089018  -0.3116
C24 -3.338414 9.352531 2.520667  -1.1086
H50 -6.358946 8.199038 -0.304562  0.2957
H51 -7.408593 8.102301 1.118117  0.3912
H52 -6.234772 9.406951 0.981676  0.2622
H53 -5.647660 6.410777 1.319036  0.3170
H54 -5.411496 7.636904 2.556484  0.3029
H55 -4.035282 9.598843 0.491151  0.2947
H56 -2.497932 8.757730 0.633176  0.3299
H57 -4.303454 9.559297 2.985168  0.2681
H58 -2.759778 10.277222 2.537487  0.4018
H59 -2.819518 8.607733 3.125713  0.2997

Forces on the atoms, in the same order (eV/Å):
C 0.05 -0.03 -0.07
C -0.06 -0.08 0.07
O 0.09 0.05 0.02
P 0.05 0.04 0.03
O -0.02 0.01 -0.14
C -0.09 -0.05 -0.04
C -0.10 -0.12 -0.18
B 0.13 0.42 0.10
O -0.05 0.08 0.14
Br -0.12 -0.21 0.05
C -0.09 -0.02 0.09
C 0.01 -0.02 0.07
F 0.07 0.05 0.00
O -0.04 -0.04 0.11
C 0.02 0.04 -0.05
C 0.10 -0.01 0.18
H 0.03 -0.03 -0.03
H -0.07 0.00 0.06
H -0.02 0.04 0.00
H -0.01 0.01 0.03
H 0.01 0.08 -0.04
H 0.04 0.08 0.06
H -0.01 -0.06 0.03
H 0.09 0.05 -0.04
H -0.07 0.00 0.13
H 0.08 -0.14 -0.18
H 0.01 -0.03 -0.07
H -0.04 0.00 0.03
H 0.06 -0.03 -0.01
H -0.02 -0.02 -0.04
H 0.03 -0.06 -0.01
H 0.05 0.04 -0.03
H -0.06 0.09 -0.15
H -0.04 -0.02 0.03
H -0.06 -0.03 -0.02
C 0.02 0.06 -0.02
C -0.05 -0.04 0.01
O 0.03 0.01 0.00
C 0.00 0.01 -0.02
C -0.02 -0.02 0.01
H 0.00 -0.03 0.01
H 0.00 -0.02 -0.01
H -0.04 0.00 0.02
H 0.03 0.00 0.00
H 0.01 0.00 0.00
H -0.01 -0.01 0.00
H 0.00 0.00 0.01
H 0.00 0.01 -0.01
H 0.01 0.00 0.00
H 0.00 0.01 0.00
C 0.03 0.04 -0.03
C -0.03 -0.03 0.02
O 0.06 -0.01 -0.01
C 0.01 0.01 -0.01
C -0.02 -0.03 0.01
H -0.01 -0.02 0.00
H 0.00 0.00 0.00
H -0.02 0.00 0.02
H 0.00 0.00 -0.01
H 0.01 0.01 0.00
H -0.01 -0.01 0.01
H 0.00 0.00 0.00
H 0.00 0.01 -0.01
H 0.01 0.00 0.00
H 0.01 0.01 0.00
C -0.05 0.10 -0.01
C 0.08 -0.09 -0.09
O 0.02 0.01 0.03
C -0.02 0.02 -0.03
C 0.02 -0.02 0.00
H 0.01 -0.04 -0.02
H 0.02 0.00 -0.02
H 0.02 -0.03 0.02
H -0.03 0.01 -0.01
H -0.01 0.01 0.01
H 0.00 -0.01 0.00
H 0.00 0.00 0.01
H -0.01 0.00 0.00
H 0.00 0.01 0.00
H 0.00 0.00 0.01
C 0.03 0.02 -0.02
C -0.02 -0.01 0.01
O 0.02 -0.02 -0.01
C 0.02 0.01 -0.01
C -0.01 -0.03 0.01
H -0.01 0.00 0.00
H 0.00 -0.01 0.00
H -0.01 0.00 0.01
H 0.00 0.00 0.00
H 0.01 0.01 0.00
H -0.01 -0.01 0.01
H 0.00 0.00 0.00
H 0.00 0.01 -0.01
H 0.01 0.00 0.00
H 0.01 0.01 0.00

## Properties
* E_HOMO: -0.184 hartree
* LUMO energy: 1.83 eV
* orbital gap: 6.8 eV
* charge: -1



Look up the orbital gap of the first one.
8.0 eV